C12H13N3O3S in the gas phase, computed with ωB97M-V/def2-TZVPD.

Values from the calculation:
Frontier orbital gap (eV): 8.71
Relative energy (zero: lowest compared OMol25 entry of this formula, charge and spin) (kcal/mol): 59.7
SMILES string: COc1ccc(OCC(=O)Nc2nnc(C)s2)cc1

```
! wB97M-V def2-TZVPD RIJCOSX def2/J DEFGRID3
* xyz 0 1
C 3.164 -1.141 3.920
H 2.689 -2.084 4.206
O 3.427 -1.093 2.538
C 2.376 -1.191 1.674
C 1.040 -1.299 2.048
C 0.055 -1.364 1.082
C 0.378 -1.324 -0.270
C 1.713 -1.245 -0.648
C 2.697 -1.175 0.318
H 3.736 -1.106 0.037
H 1.999 -1.243 -1.689
O -0.688 -1.353 -1.134
C -0.516 -0.940 -2.469
C -1.820 -0.295 -2.932
O -2.354 -0.549 -3.980
N -2.370 0.602 -2.051
C -1.856 1.047 -0.860
N -2.537 1.134 0.228
N -1.865 1.650 1.245
C -0.661 1.994 0.977
C 0.303 2.550 1.947
H 1.175 1.899 2.014
H -0.174 2.624 2.920
H 0.639 3.536 1.630
S -0.222 1.709 -0.704
H -3.342 0.834 -2.224
H -0.307 -1.794 -3.125
H 0.294 -0.205 -2.574
H -0.984 -1.432 1.363
H 0.750 -1.324 3.086
H 4.135 -1.065 4.406
H 2.534 -0.304 4.240
*
```

A molecular structure, C12H13N3O5S2, computed with ωB97M-V/def2-TZVPD.

Values from the calculation:
Frontier orbital gap (eV): 8.52
Relative energy (zero: lowest compared OMol25 entry of this formula, charge and spin) (kcal/mol): 98.1

```
! wB97M-V def2-TZVPD RIJCOSX def2/J DEFGRID3
* xyz 0 1
C -0.140 3.914 0.563
O -1.109 2.906 0.325
C -0.598 1.763 -0.326
C -0.607 0.492 0.507
C -0.490 0.496 1.940
O -0.210 1.717 2.596
C -1.202 2.206 3.270
N -2.087 2.641 3.871
C -0.574 -0.596 2.727
C -0.812 -1.840 2.104
N -0.955 -3.026 2.688
S -1.180 -4.070 1.489
N -1.116 -3.110 0.220
C -0.903 -1.875 0.683
C -0.775 -0.705 -0.124
C -0.857 -0.891 -1.615
C 0.278 -0.282 -2.460
C 1.705 -0.371 -1.908
S 2.275 -1.928 -1.270
O 3.629 -2.121 -1.694
O 2.004 -2.019 0.133
O 1.327 -2.918 -2.065
H 0.724 3.515 1.090
H 0.163 4.376 -0.379
H -0.620 4.678 1.167
H 0.394 1.991 -0.725
H -1.265 1.584 -1.170
H -0.466 -0.533 3.799
H -0.923 -1.949 -1.833
H -1.800 -0.450 -1.951
H 0.069 0.774 -2.623
H 0.263 -0.738 -3.447
H 2.400 -0.163 -2.718
H 1.915 0.341 -1.114
H 1.544 -3.811 -1.752
*
```

A molecular structure, C12H13N4O4PdS, computed with ωB97M-V/def2-TZVPD.

Values from the calculation:
Frontier orbital gap (eV): 6.49
Relative energy (zero: lowest compared OMol25 entry of this formula, charge and spin) (kcal/mol): 0.0

```
! wB97M-V def2-TZVPD RIJCOSX def2/J DEFGRID3
* xyz -1 1
Pd -0.031 0.082 -0.407
C -5.112 -2.506 -1.573
C -5.205 -1.304 -0.641
N -4.260 -0.255 -0.966
C -2.937 -0.321 -0.680
S -1.946 0.974 -1.267
N -2.545 -1.368 0.020
N -1.202 -1.342 0.267
C -0.657 -2.327 0.897
C -1.418 -3.512 1.391
C 0.789 -2.193 1.151
C 1.549 -3.174 1.761
C 2.909 -2.952 1.950
C 3.467 -1.762 1.540
C 2.645 -0.811 0.945
N 1.351 -1.028 0.764
H -5.840 -3.268 -1.285
H -4.115 -2.942 -1.527
H -5.312 -2.214 -2.605
H -5.032 -1.617 0.389
H -6.204 -0.867 -0.686
H -4.554 0.516 -1.538
H -2.420 -3.507 0.972
H -1.490 -3.492 2.481
H -0.915 -4.437 1.105
H 1.095 -4.104 2.071
H 3.521 -3.718 2.409
H 4.523 -1.556 1.642
H 3.022 0.139 0.597
O 2.902 2.115 -2.268
C 2.202 1.259 -1.760
O 1.155 1.557 -1.021
C 2.514 -0.268 -1.912
O 3.691 -0.613 -1.707
O 1.520 -0.997 -2.161
*
```

A molecular structure, C12H13N5O3Sn, computed with ωB97M-V/def2-TZVPD.

Values from the calculation:
Frontier orbital gap (eV): 7.73

```
! wB97M-V def2-TZVPD RIJCOSX def2/J DEFGRID3
* xyz 2 1
Sn 0.477 -0.457 0.473
O -1.767 -0.130 1.123
C -2.587 -0.813 0.440
O -0.523 0.334 -1.321
C -1.719 0.126 -1.654
O -2.174 0.547 -2.805
N -2.663 -0.568 -0.944
C -3.510 -0.027 -3.016
C -3.847 -0.823 -1.782
H -3.447 -0.663 -3.904
H -4.210 0.800 -3.180
H -3.922 -1.903 -1.964
H -4.762 -0.504 -1.277
C -3.402 -1.855 0.979
C -3.342 -2.213 2.288
H -4.116 -2.318 0.309
H -2.616 -1.789 2.991
H -4.077 -2.918 2.669
N 3.436 2.312 1.756
C 2.510 3.060 2.460
C 1.279 2.636 2.038
N 1.439 1.603 1.115
C 2.769 1.471 0.930
C 3.352 0.466 0.066
N 2.620 -0.381 -0.684
C 3.507 -1.282 -1.256
C 4.772 -1.025 -0.792
N 4.668 0.094 0.036
H 4.455 2.395 1.804
H 2.802 3.787 3.195
H 0.303 3.018 2.311
H 3.182 -2.027 -1.964
H 5.696 -1.552 -0.937
H 5.415 0.599 0.493
*
```

A gas-phase ion, C12H13NOP (charge +1), computed with ωB97M-V/def2-TZVPD.

Values from the calculation:
Frontier orbital gap (spin up / spin down) (eV): 7.11 / 5.59

```
! wB97M-V def2-TZVPD RIJCOSX def2/J DEFGRID3
* xyz 1 3
C -2.500 2.099 -0.491
C -1.741 -2.702 0.133
C -3.018 0.863 -0.134
C -2.520 -1.601 0.257
C -1.142 2.343 -0.611
C -0.352 -2.850 -0.246
C -2.136 -0.217 0.094
C -0.861 0.219 0.120
C -0.211 1.317 -0.315
C 1.983 0.466 0.082
C 3.391 0.969 -0.207
C 1.708 0.251 1.557
N 0.490 -1.923 -0.425
O 1.111 1.450 -0.465
P 1.975 -1.303 -0.774
H -3.195 2.894 -0.714
H -2.236 -3.656 0.257
H -4.080 0.694 -0.055
H -3.575 -1.752 0.444
H -0.757 3.287 -0.969
H -0.050 -3.885 -0.425
H 3.584 1.886 0.346
H 3.505 1.185 -1.267
H 4.125 0.219 0.081
H 1.655 1.210 2.072
H 2.506 -0.346 1.993
H 0.754 -0.265 1.707
H 1.587 -0.854 -2.046
*
```

2 unconnected molecules or ions with the total composition C12H13NOSi, computed with ωB97M-V/def2-TZVPD.

Values from the calculation:
Frontier orbital gap (eV): 7.52
Relative energy (zero: lowest compared OMol25 entry of this formula, charge and spin) (kcal/mol): 0.1
SMILES string: C1=CC/C(=N\c2ccccc2)C=C1.O=[SiH2]

```
! wB97M-V def2-TZVPD RIJCOSX def2/J DEFGRID3
* xyz 0 1
C -1.258 3.390 -1.097
C 0.391 -3.691 -1.142
C -0.328 2.773 -1.926
C -1.502 2.924 0.159
C 1.091 -3.381 0.135
C -0.360 -2.750 -1.668
C 0.475 1.750 -1.394
C -0.770 1.879 0.616
C 1.234 -2.143 0.589
C -0.382 -1.361 -1.197
C 0.153 1.262 -0.130
C 0.604 -1.013 0.036
N 0.759 0.179 0.502
O -0.152 -0.434 2.697
Si 0.546 0.436 3.723
H -1.846 4.289 -1.218
H 0.550 -4.645 -1.559
H -0.154 3.270 -2.911
H -2.280 3.300 0.874
H 1.551 -4.158 0.771
H -0.962 -3.000 -2.537
H 1.239 1.340 -2.013
H -1.008 1.371 1.603
H 1.785 -1.967 1.439
H -0.012 -0.579 -1.822
H 0.005 1.695 4.367
H 2.019 0.317 3.898
H -1.387 -1.053 -0.793
*
```

2 unconnected molecules or ions with the total composition C12H13O3, computed with ωB97M-V/def2-TZVPD.

Values from the calculation:
Frontier orbital gap (eV): 7.44
Relative energy (zero: lowest compared OMol25 entry of this formula, charge and spin) (kcal/mol): 72.3

```
! wB97M-V def2-TZVPD RIJCOSX def2/J DEFGRID3
* xyz -1 1
C -3.015 -0.930 -0.181
C -3.151 0.149 -1.001
C -2.724 -1.908 0.529
C 2.373 -0.791 -2.247
C 3.029 0.449 -1.740
C 0.975 -1.616 1.213
C 1.556 -0.335 1.764
C -2.262 1.486 0.871
C 0.380 0.234 -0.756
C 1.787 -0.101 -1.045
C 1.270 -0.457 0.296
C -2.168 2.465 1.789
O -2.277 -2.721 1.306
O -3.585 0.279 -2.132
O -2.947 1.427 -0.283
H 1.933 -0.651 -3.146
H 3.022 -1.589 -2.041
H 4.046 0.540 -1.201
H 3.012 1.298 -2.293
H 1.639 -2.552 0.944
H -0.112 -1.742 1.378
H 1.107 0.404 2.409
H 2.579 -0.294 1.938
H -1.729 0.488 1.122
H -0.412 -0.410 -1.269
H 0.010 1.284 -0.571
H -2.696 3.338 1.678
H -1.639 2.254 2.671
*
```

A molecular structure, C12H14BCl3EuN6O2, computed with ωB97M-V/def2-TZVPD.

Values from the calculation:
Frontier orbital gap (spin up / spin down) (eV): 5.78 / 3.92

```
! wB97M-V def2-TZVPD RIJCOSX def2/J DEFGRID3
* xyz 2 8
C -0.699 1.248 2.470
N -0.713 0.481 1.360
N -1.717 -0.472 1.552
C -2.337 -0.251 2.724
C -1.711 0.824 3.359
B -1.884 -1.639 0.535
N -2.208 -1.110 -0.895
N -1.310 -0.292 -1.586
C -1.816 -0.143 -2.829
C -3.050 -0.818 -2.932
C -3.262 -1.396 -1.682
Eu 0.877 0.805 -0.600
N -0.501 -2.358 0.448
N 0.615 -1.637 0.026
C 1.661 -2.484 0.062
C 1.227 -3.751 0.499
C -0.143 -3.620 0.733
H 2.651 -2.140 -0.222
H -0.890 -4.321 1.082
H 1.826 -4.630 0.627
H -2.727 -2.398 0.905
H -4.077 -1.989 -1.291
H -3.170 -0.874 3.016
H -3.692 -0.880 -3.789
H -1.944 1.234 4.320
H -1.291 0.430 -3.588
H 0.027 2.044 2.590
H 1.554 1.007 -3.090
C 1.323 2.081 -3.210
H 0.834 2.204 -4.181
H 0.648 2.482 -2.434
H 2.253 2.657 -3.204
Cl 4.340 4.530 0.660
C 3.809 3.142 1.604
Cl 5.175 2.050 1.918
Cl 3.081 3.686 3.142
C 2.694 2.309 0.822
O 2.197 2.796 -0.247
O 2.353 1.194 1.321
*
```

Number 1: E_tot -1253.222443 hartree. Number 2: E_tot -1801.850572 hartree. Number 3: E_tot -1511.251611 hartree. Number 4: E_tot -1178.398707 hartree. Number 5: E_tot -935.990757 hartree. Number 6: E_tot -884.433730 hartree. Number 7: E_tot -690.605290 hartree. Number 8: E_tot -3059.914874 hartree.